The following is a quantum chemistry calculation of a molecular structure, C30H30BF4N5O3SW, from the OMol25 dataset.

ΔE to the lowest compared entry with this formula, charge and spin ... 0.000 eV
Multiplicity ... 3
⟨S²⟩ ... 2.015
E_LUMO (alpha / beta) ... -0.8 / -0.9 eV
HOMO-LUMO gap (alpha / beta) ... 7.035 / 7.272 eV

CARTESIAN COORDINATES (ANGSTROEM)
W 0.2294 -0.2541 -0.0578
S 2.6341 -3.2374 -1.3955
F -2.1920 -0.6196 -2.4754
F -3.2845 -2.3714 -1.4516
F -2.2200 -0.7372 -0.1725
F -0.9740 -2.2008 -1.3790
O -0.5265 1.3763 -0.8315
O 0.3766 -4.1552 2.5049
O 0.1363 -1.8327 1.0511
N 0.1575 1.2145 1.5818
N 0.8757 -0.5656 -2.1484
N 4.9325 -3.4164 -0.1344
N 3.0231 -3.4214 1.2120
N -0.1712 2.4983 1.1226
C 1.3624 0.6302 -2.8027
C -0.1034 -3.0145 3.0929
C -1.3581 6.0716 -2.2534
C -0.5371 4.9979 -0.2645
C -0.4660 -3.0168 4.4284
C 5.9386 -3.0168 0.8380
C -0.8293 6.1522 -0.9686
C 4.3856 1.1440 -0.7368
C 2.8126 2.5165 -2.8418
C 3.0289 0.8822 -0.9449
C 2.4050 1.3397 -2.2170
C 3.5914 -3.3522 -0.0015
C -0.9384 -1.8538 5.0299
C 2.2803 0.2593 0.0655
C 4.2589 0.2448 1.4794
C 5.0025 0.8264 0.4599
C 0.7471 1.0624 -3.9630
C -0.8388 0.5538 2.1305
C 3.5457 -4.1000 2.3896
C 2.9195 -0.0329 1.2751
C -1.5944 4.8345 -2.8318
C -1.0595 -0.6903 4.2855
C -0.4818 -4.7015 1.4864
C 1.1711 2.2329 -4.5718
C -0.4585 2.5097 -0.1253
C -1.3017 3.6726 -2.1311
C -0.1911 -1.8337 2.3599
C -0.7770 3.7561 -0.8471
C 2.2075 2.9637 -4.0064
C -0.6718 -0.6765 2.9503
B -2.2394 -1.5067 -1.4014
H 4.9636 1.6005 -1.5305
H -1.5848 6.9766 -2.8022
H -0.6418 7.1183 -0.5187
H -1.4786 2.6999 -2.5689
H -2.0070 4.7713 -3.8302
H -0.5700 -4.0201 0.6392
H 2.0169 -3.3339 1.1857
H 4.7182 0.0277 2.4376
H 4.1811 -4.9363 2.1014
H -0.3862 -3.9438 4.9813
H -1.2259 -1.8625 6.0719
H -0.0159 -5.6302 1.1680
H 2.6903 -4.4902 2.9358
H 2.5330 3.8898 -4.4607
H 3.5942 3.1092 -2.3842
H 0.0874 -0.9605 -2.6573
H -0.0753 0.4894 -4.3752
H 0.6852 2.5765 -5.4751
H -1.4675 -4.9077 1.9067
H 6.3179 -3.8525 1.4251
H 1.6035 -1.2900 -2.1047
H -1.8234 1.0221 2.1421
H -0.1212 5.0407 0.7331
H 4.1024 -3.4385 3.0524
H 2.3511 -0.4694 2.0894
H -1.4505 0.2121 4.7384
H 5.2081 -3.3880 -1.1020
H 5.5412 -2.2562 1.5051
H 6.7710 -2.5759 0.2929
H 6.0527 1.0477 0.6030

=====

The following is a quantum chemistry calculation of a molecular structure, C30H30BN6O7P2Pt, from the OMol25 dataset.

Multiplicity ... 3
Net charge ... -1
⟨S²⟩ ... 2.006
E_LUMO (alpha / beta) ... 2.3 / 2.3 eV
HOMO-LUMO gap (alpha / beta) ... 7.475 / 8.008 eV

CARTESIAN COORDINATES (ANGSTROEM)
Pt 0.2737 -0.3197 0.1071
P 1.5707 -2.8164 1.3367
P 3.2986 -0.6426 0.6806
O 0.5714 -3.0419 2.5769
O 2.2456 -1.3899 1.7346
O 2.6330 -3.8572 1.3172
O 4.2701 -1.8403 0.2894
O 4.0179 0.4251 1.3888
O 0.7343 -2.5661 0.0936
O 2.3932 -0.2889 -0.5098
N 0.5879 1.7023 1.1321
N -2.0788 1.5675 0.5172
N -0.2368 1.6866 2.2130
N -1.6128 -1.1037 1.1508
N -1.4019 1.0440 -0.5300
N -1.9314 -0.2884 2.1868
C -3.0675 2.3632 0.0636
C -0.2656 0.4296 -3.1839
C -1.9444 1.5089 -1.6438
C -1.8398 -4.2053 -1.8146
C -1.8918 -3.1561 -0.9136
C -0.3489 2.5653 4.5407
C 0.3147 2.3948 3.2161
C -2.0602 -3.4017 0.4459
C -3.0215 2.3529 -1.3136
C -1.4384 1.1594 -2.9904
C 4.7242 3.8711 -0.1718
C -1.7050 1.2775 -5.3930
C -3.2078 -0.3215 4.3300
C -2.1162 -5.7691 -0.0132
C -1.9526 -5.5173 -1.3682
C 2.6195 2.8571 0.4179
C -2.6816 -0.9544 3.0852
C 1.5221 2.8901 2.7692
C 0.1784 0.1264 -4.4620
C -0.5385 0.5464 -5.5731
C 3.2149 3.1599 -1.8978
C 3.8294 3.4315 0.7892
C 1.6421 2.4486 1.4424
C 2.3179 2.7276 -0.9331
C -2.1695 -4.7146 0.8878
C -2.1453 -2.2888 1.4040
C -2.1473 1.5811 -4.1146
C -4.0028 3.0919 0.9708
C -2.8382 -2.2442 2.6232
C 4.4204 3.7357 -1.5210
B -1.6977 1.2290 1.9939
H -2.4196 1.8324 2.7427
H -3.3999 -3.0349 3.0925
H -3.6733 2.8955 -1.9768
H -0.4386 1.6096 5.0605
H -3.8290 -1.0375 4.8660
H 4.0923 3.4928 1.8374
H 2.2022 3.5181 3.3195
H 5.1257 4.0661 -2.2738
H -1.8992 -6.3387 -2.0718
H 1.0717 -3.4518 3.2879
H -3.8071 0.5628 4.1112
H -2.2748 1.6130 -6.2508
H -3.4681 3.7801 1.6263
H 5.6714 4.2994 0.1319
H 1.0941 -0.4385 -4.5816
H -2.2653 -4.9151 1.9479
H -4.7106 3.6641 0.3725
H -1.3518 2.9821 4.4374
H -0.1906 0.3082 -6.5704
H 0.3211 0.1019 -2.3348
H 3.8970 -2.7203 0.4882
H 1.3777 2.2786 -1.2265
H -2.1865 -6.7881 0.3466
H -2.3962 -0.0125 4.9910
H 2.9714 3.0394 -2.9462
H -4.5635 2.4029 1.6037
H -1.7979 -2.1330 -1.2592
H -1.6997 -3.9987 -2.8683
H -3.0603 2.1491 -3.9906
H 0.2444 3.2340 5.1623

=====

The following is a quantum chemistry calculation of 6 unconnected molecules or ions with the total composition C30H30ClO10 at a distorted geometry, from the OMol25 dataset.

ΔE to the lowest compared entry with this formula, charge and spin ... 3.057 eV
Net charge ... -1
E_LUMO ... 2.4 eV
HOMO-LUMO gap ... 7.525 eV

CARTESIAN COORDINATES (ANGSTROEM)
Cl -0.4150 0.6735 0.8839
O 1.2590 -1.7485 -0.8001
O -0.5860 4.0945 2.1939
O 2.9320 -0.5105 7.4029
O -0.2820 -2.3405 -6.1721
O 6.6710 -2.0115 -2.1241
O -1.7210 1.4615 -2.3421
O -1.9370 -2.1515 0.5289
O -5.3900 7.1545 2.3849
O -2.9680 -6.0005 -3.4281
O 2.0210 1.9775 2.5149
C 3.4960 -0.9485 -0.7761
C 2.9570 2.0045 4.7169
C 1.9000 0.0395 3.7939
C 2.0770 -0.6835 5.1299
C -4.2610 6.4135 2.1669
C -2.8120 -5.0165 -2.5301
C -1.9700 -0.9275 -5.0971
C -1.5800 -2.8095 -1.7611
C -1.9120 6.0235 2.8379
C 3.1890 1.3405 5.9429
C -1.9240 -3.9025 -2.7931
C -2.3140 0.0555 -4.2001
C -2.1100 -3.0325 -0.4701
C -4.2540 5.1555 1.5549
C -1.3990 0.5155 -3.2231
C 5.3720 -2.0345 -1.7221
C -3.1240 6.7335 2.8929
C 4.8040 -0.9355 -1.0521
C 2.5370 -1.8965 -1.1321
C -0.0560 0.2075 -3.3141
C 0.3690 -0.8135 -4.5141
C -2.9850 4.2655 1.5459
C -1.7860 4.6965 2.1789
C -0.6950 -1.3535 -5.2871
C -3.0530 -4.0785 -0.2591
C 2.2800 1.3695 3.6549
C 4.4930 -3.0985 -2.1381
C -3.3020 -5.0695 -1.1721
C 2.8060 0.0955 6.1349
C 3.0080 -3.0335 -1.7731
H -6.1290 7.1015 1.6819
H -5.2970 4.6405 1.1499
H 0.6030 0.6265 -2.3621
H 3.8010 1.7895 6.8129
H -3.3760 0.4065 -4.1731
H -3.0280 -5.9045 -4.4201
H -1.2340 -3.8895 -3.7601
H -0.8180 -2.0695 -1.9541
H 5.3880 -0.1205 -0.6281
H 3.2700 -0.0805 -0.2961
H 0.7500 -2.2415 -6.0211
H -2.9590 7.6955 3.4119
H -3.2160 3.2375 0.9899
H -1.0200 1.4655 -1.7841
H 1.3840 -0.9805 -4.4501
H 2.2440 -3.8395 -1.9101
H 7.2250 -1.3485 -2.0831
H -0.3860 3.5155 1.5349
H 4.8060 -4.1785 -2.4431
H -3.6680 -4.1005 0.8529
H 1.9270 -1.7555 5.3049
H 1.2520 1.5705 2.2639
H 2.0760 -0.9805 7.7869
H -0.8400 6.4965 3.3869
H -1.2450 -1.3085 0.4269
H 0.9490 -1.1075 -0.4061
H -2.7560 -1.2505 -5.6901
H 1.5090 -0.5095 2.9729
H 3.2410 3.0855 4.5059
H -3.7860 -5.8495 -1.0781

=====

The following is a quantum chemistry calculation of a molecular structure, C30H30CoN6O2S3Si at a distorted geometry, from the OMol25 dataset.

ΔE to the lowest compared entry with this formula, charge and spin ... 0.132 eV
Net charge ... +1
E_LUMO ... -2.9 eV
HOMO-LUMO gap ... 7.615 eV

CARTESIAN COORDINATES (ANGSTROEM)
Co 1.1051 -0.4383 0.2655
S -1.1133 -0.8734 -1.2384
S -0.8166 -2.5466 4.0414
S 5.0428 -2.5269 1.6215
Si 1.9863 0.5811 -1.5513
O 0.0816 -1.7480 -1.1877
O -1.5852 -0.3627 -2.4833
N -1.8289 -0.5702 2.5381
N 4.7342 -0.9058 -0.4142
N 2.8218 -1.3810 0.9396
N 0.3346 -1.3842 2.0684
N 1.2266 1.2092 1.2045
N -0.5691 0.1813 -0.1923
C -0.7889 -1.3972 2.7534
C 2.7993 -0.8476 -2.4441
C 1.0665 3.7209 2.3912
C 4.1059 -1.4858 0.6197
C 0.1227 2.0086 1.0055
C -2.4321 -1.7901 -0.5432
C -4.7717 -2.0435 -0.1212
C -2.1614 -2.9376 0.1921
C 1.2439 -2.2524 2.6278
C -1.1586 4.0418 1.2649
C 0.7545 1.0167 -4.0929
C 0.3583 2.7274 -2.4709
C 0.9317 1.4911 -2.7908
C 0.0044 3.2825 1.5633
C -0.5640 2.9361 -4.6741
C 2.1846 1.6396 1.9914
C 0.8116 -2.9789 3.6800
C 2.5823 -2.2185 2.0512
C -0.3921 3.4394 -3.3934
C -2.0257 2.2080 -0.0836
C -2.1315 3.5110 0.4641
C -0.9061 1.4682 0.1817
C 0.0198 1.7305 -5.0267
C -3.2120 -3.6369 0.7595
C -3.7370 -1.3439 -0.7196
C 3.1461 1.9552 -0.9700
C -4.5269 -3.1974 0.6206
C 3.6407 -2.8916 2.5332
C 2.1355 2.9036 2.6164
C -5.6647 -3.9791 1.2136
H 5.7164 -1.0553 -0.5587
H -1.8487 -0.0575 1.6737
H -3.0115 -4.5451 1.3143
H -6.0560 -4.6920 0.4857
H 1.3383 -3.7134 4.2618
H 1.1849 0.0708 -4.3912
H 3.6745 -3.5653 3.3698
H -0.1033 1.3417 -6.0282
H -0.8265 4.3922 -3.1195
H 1.0147 4.7020 2.8455
H -5.3443 -4.5449 2.0871
H -1.1430 -3.2846 0.2945
H -3.0137 4.0930 0.2356
H 2.5514 2.8601 -0.8394
H 3.6852 1.8066 -0.0369
H -6.4851 -3.3253 1.5056
H 2.0310 -1.3704 -3.0117
H -2.7041 -0.7390 3.0002
H 3.0286 0.9804 2.1364
H -3.9375 -0.4775 -1.3345
H -5.7913 -1.7044 -0.2549
H 0.5052 3.1596 -1.4884
H -1.2629 5.0333 1.6836
H 4.2491 -0.2968 -1.0526
H 3.5536 -0.4916 -3.1524
H 3.2553 -1.5915 -1.7933
H 3.8713 2.1784 -1.7592
H -1.1421 3.4914 -5.4007
H -2.7985 1.8206 -0.7329
H 2.9543 3.2097 3.2496

=====

In order of appearance, energy = -69403.97017; -77382.61993; -64585.96922; -122640.00181 eV.